Molecular formula: C5H12BeClGaO2
Method: DFT, wB97M-V/def2-TZVPD

ORCA input file:
```
! RIJCOSX wB97M-V def2-TZVPD def2/J DEFGRID3
* xyz -2 1
Ga 0.079 -0.705 -0.777
Cl 0.287 1.678 -1.564
C -1.783 -1.232 -0.358
H -1.651 -1.946 0.491
H -2.280 -1.752 -1.180
H -2.424 -0.390 -0.050
Be 0.574 0.605 -3.234
C -0.660 0.836 -4.376
C 1.829 1.247 -4.207
C 0.556 -1.009 -2.632
H 2.838 1.164 -3.772
H 1.829 0.624 -5.110
H 1.695 2.280 -4.550
H -1.607 0.404 -4.013
H -0.803 1.884 -4.660
H -0.354 0.263 -5.258
H -0.232 -1.581 -3.153
H 1.524 -1.490 -2.844
O 1.356 -1.274 0.692
C 0.981 -0.345 1.504
O -0.081 0.315 1.314
H 1.596 -0.124 2.405
*
```

LUMO energy, Ha: 0.2132
DFT total energy, eV: -74774.4559
HOMO-LUMO gap, eV: 5.00
Highest occupied orbital energy, eV: 0.799
Energy above the lowest of the compared OMol25 structures with the same formula, charge and spin, kJ/mol: 0.0

natural (NBO) population analysis, charges in e, atoms 1 to 4: 1.61 -0.67 -1.24 0.19